Molecular formula: C58H126N2O26S11
Method: DFT, wB97M-V/def2-TZVPD

Values from the calculation:
energy = -8731.0539 a.u.

CARTESIAN COORDINATES (ANGSTROEM)
1 S -5.04328 22.31811 2.12935
2 S -10.85015 22.04014 5.66348
3 S -7.79735 25.16728 6.46319
4 S -0.84193 24.41450 7.33038
5 S -8.85026 25.75693 1.65718
6 S -13.29095 27.29951 8.20973
7 S -8.44979 30.07136 6.52234
8 S -4.76154 23.18126 12.72476
9 S -0.96615 28.10672 11.88248
10 S -3.48206 18.66619 7.68683
11 S -3.07513 28.16191 6.54927
12 O -9.14076 25.57139 6.06853
13 O -7.15431 29.85620 7.18118
14 O -9.60785 26.95056 1.99070
15 O -2.65124 19.05115 8.81667
16 O -6.93043 28.79849 11.38747
17 O -3.29548 28.09700 5.07372
18 O -5.71953 24.09583 12.08344
19 O -3.37630 23.48589 12.81484
20 O -9.64893 29.34757 6.97028
21 O -3.80934 17.29430 7.35526
22 O -4.82679 21.02040 2.67787
23 O -10.35994 24.63385 13.16056
24 O -14.29237 28.39705 8.34181
25 O -13.41291 26.39893 4.34311
26 O -12.48577 22.30214 10.35745
27 O -10.80385 21.08808 4.54819
28 O -6.26106 22.59346 1.36269
29 O -0.41355 25.65767 7.90050
30 O -13.35335 26.51200 6.98639
31 O -6.89078 24.56848 5.46698
32 O -9.58055 22.52240 6.24176
33 O -0.54403 29.24300 11.08872
34 O -0.02926 27.43736 12.79796
35 O -1.10981 24.25152 5.93168
36 O -3.55097 27.14732 7.51243
37 O -7.39308 25.81068 1.48351
38 N -10.08759 23.76987 10.51919
39 N -8.10902 26.01493 12.15351
40 C -0.53350 21.94173 8.52318
41 C -10.10433 22.34613 10.41451
42 C -11.38380 21.78050 11.08225
43 C -2.80137 19.49937 6.14775
44 C -1.68668 26.80515 10.86211
45 C -4.70399 23.61471 3.32395
46 C -9.48705 24.90213 0.14894
47 C -11.58169 27.99517 8.62910
48 C 0.26852 23.10737 7.94742
49 C -8.70736 31.43278 4.15734
50 C -8.83906 31.90657 6.62626
51 C -5.29965 22.63227 14.44045
52 C -5.34214 21.08050 14.31629
53 C -9.75457 25.63575 13.93077
54 C -11.65880 28.01546 4.65498
55 C -8.64203 30.05307 12.52558
56 C -12.47230 26.91252 10.71500
57 C -2.55807 28.42129 12.76963
58 C -4.89376 20.85776 6.84371
59 C -13.32052 26.14832 9.67214
60 C -3.20880 26.76551 11.09755
61 C -7.93115 29.82471 11.25013
62 C -3.58300 22.71280 1.03006
63 C -9.21388 24.34157 2.81104
64 C -8.18418 30.04055 4.65506
65 C -5.11498 19.48758 7.65808
66 C -3.98639 20.39434 5.62530
67 C -3.29354 24.00880 3.01987
68 C -8.39279 32.50427 5.27078
69 C -12.92089 27.67641 3.83686
70 C -5.03789 21.50897 11.92922
71 C -7.83080 24.06334 7.96649
72 C -8.78299 21.86644 11.04128
73 C -6.81576 24.65697 8.89094
74 C -7.05399 26.14029 8.88841
75 C -7.04203 26.56526 7.39346
76 C -5.86036 20.71332 12.91806
77 C -13.74836 21.73851 10.63378
78 C -9.55716 23.45554 0.58682
79 C -10.01399 23.31846 2.07389
80 C -3.73903 29.85700 7.14687
81 C -2.30614 23.73704 8.30196
82 C -11.24277 27.42757 10.02381
83 C -8.26038 25.84567 13.60339
84 C -3.03112 24.07548 1.53056
85 C -7.50917 27.06203 14.24215
86 C -2.53672 30.70284 7.69193
87 C -1.33903 28.66814 6.94238
88 C -12.12424 23.36355 5.25750
89 C -11.92587 21.34831 6.97210
90 C -7.33969 31.05277 10.52413
91 C -13.40914 21.52276 6.51496
92 C -3.66297 28.04449 11.84367
93 C -1.28517 30.19998 6.94059
94 C -14.01382 28.75949 4.07662
95 C -11.67916 24.40755 13.57235
96 C -1.79727 22.53040 9.14140
97 C -13.43288 22.92510 6.04878
98 H -7.21458 25.60999 11.91665
99 H -1.90407 20.04389 6.44179
100 H -6.91040 24.15577 9.85424
101 H -9.34083 30.88844 12.56948
102 H -13.43197 26.41854 5.30272
103 H -1.37371 26.89895 9.82223
104 H -8.96435 33.43050 5.21155
105 H -3.83941 26.65143 10.21584
106 H -4.55699 19.92950 4.82128
107 H -4.44091 29.70013 7.96593
108 H -11.02168 24.13780 10.40874
109 H -6.71062 27.41200 13.58798
110 H -13.49219 23.61637 6.88945
111 H -13.67015 29.79385 4.08612
112 H -7.07563 26.90319 15.22952
113 H -14.20341 21.28333 7.22200
114 H -1.98266 24.24366 1.28449
115 H -1.35337 25.78904 11.07314
116 H -5.92195 19.65263 12.67465
117 H -6.08326 26.43919 9.28392
118 H -3.47907 25.90097 11.70387
119 H -4.26585 30.32735 6.31661
120 H -8.59768 29.36723 10.51899
121 H -4.58441 27.77684 12.36078
122 H -7.35162 32.76910 5.45498
123 H -9.92485 31.94673 6.71316
124 H -13.08713 27.68695 11.17363
125 H -6.03452 26.71063 7.00373
126 H -1.13229 28.25508 7.92967
127 H -11.70707 21.98370 7.83030
128 H -2.59013 21.80046 9.30472
129 H -14.52298 22.33864 10.15640
130 H -8.33248 21.12176 10.38509
131 H -7.77477 24.92589 13.92942
132 H -14.26549 23.19143 5.39768
133 H -11.86145 28.28680 5.69104
134 H -8.62601 29.18335 4.14702
135 H -0.43455 30.67316 7.43115
136 H -7.38744 28.02566 11.72729
137 H -2.57422 18.65946 5.49122
138 H -11.03941 23.67259 2.17968
139 H -5.24366 24.51719 3.03692
140 H -5.87348 21.26489 6.59373
141 H -8.87730 24.09361 8.26985
142 H -8.28671 31.72460 3.19506
143 H -8.01164 30.41127 13.33946
144 H -14.32420 25.85144 9.97641
145 H -8.88990 21.36478 12.00305
146 H -2.89020 24.56537 8.70302
147 H -12.75869 27.52937 2.76907
148 H -3.56989 21.26315 5.11561
149 H -12.23499 23.93313 12.76359
150 H -10.52946 26.60788 9.93777
151 H 0.76792 23.72166 8.69666
152 H -12.10522 26.22854 11.48020
153 H -10.86968 27.45578 8.00444
154 H -1.54858 22.85267 10.15253
155 H -8.27598 32.21075 7.50860
156 H -0.72243 21.28766 7.67194
157 H -2.81048 21.94744 1.10451
158 H -2.43320 30.53062 8.76324
159 H -2.51585 27.76645 13.63997
160 H -0.61228 28.10962 6.35248
161 H -12.16067 23.44858 4.17143
162 H -10.52138 25.16403 -0.07390
163 H -4.49953 21.70074 7.41123
164 H -1.37962 30.56604 5.91825
165 H -11.71339 23.72261 14.41957
166 H -6.67586 31.45498 11.28942
167 H -8.73859 25.43376 11.61874
168 H -8.00872 22.62866 11.12866
169 H -11.54528 20.34929 7.18472
170 H -6.67396 30.88438 9.67764
171 H -10.01245 22.05334 9.36860
172 H -2.87988 23.17948 7.56164
173 H -14.76382 28.62776 3.29673
174 H -11.79258 24.29104 5.72427
175 H -9.98470 23.99446 11.49851
176 H -9.78501 24.63252 3.69266
177 H -3.00130 24.96241 3.45956
178 H -6.06801 20.69019 15.02963
179 H -3.92116 28.86993 11.18028
180 H -8.90696 25.18587 -0.72918
181 H -11.43841 21.94785 12.15794
182 H -4.05813 21.03469 11.87238
183 H -12.25616 25.27848 13.88324
184 H -2.61774 23.32481 3.53325
185 H -9.99977 22.28018 2.40538
186 H -8.03539 31.83734 10.22657
187 H -7.65860 27.43123 7.15257
188 H -10.88867 27.25032 4.55720
189 H -8.52731 23.10478 0.51989
190 H -10.68920 28.10946 10.66933
191 H -5.07347 23.38730 4.32388
192 H -9.24933 29.21024 12.85561
193 H -7.91815 26.41263 9.49435
194 H -2.46708 29.45188 13.11271
195 H -4.53449 23.03413 15.10464
196 H -3.58173 24.85426 1.00290
197 H -9.98718 25.51887 14.98922
198 H -11.19978 28.91844 4.25247
199 H -14.61155 28.56996 4.96819
200 H -10.13777 26.61051 13.62893
201 H -5.47780 19.52480 8.68525
202 H 0.08216 21.37379 9.22068
203 H -7.57887 23.07340 7.58616
204 H -10.07997 22.78292 -0.09315
205 H -2.74277 31.77101 7.62370
206 H -11.41731 20.69143 11.05200
207 H -5.83706 18.92980 7.06177
208 H -8.24400 23.94594 3.11254
209 H -13.58763 20.93451 5.61485
210 H -8.12908 27.95243 14.34701
211 H -11.51524 29.05992 8.40548
212 H -14.08753 21.70877 11.66924
213 H -7.12229 29.84203 4.50983
214 H -6.34765 22.89758 14.57975
215 H -6.90112 21.01610 13.03313
216 H -5.79493 24.44451 8.57333
217 H -5.41322 21.60993 10.91087
218 H -4.37119 20.65263 14.56585
219 H 1.06605 22.99554 7.21289
220 H -12.66925 25.34523 9.32717
221 H -3.97521 22.63933 0.01573
222 H -9.76928 31.42015 3.91186
223 H -13.76945 20.69694 10.31317

---

Molecular formula: C58H126N6O8S2
Method: DFT, wB97M-V/def2-TZVPD

Values from the calculation:
energy = -4011.6480 a.u.

CARTESIAN COORDINATES (ANGSTROEM)
1 S -2.57501 3.65669 -7.28607
2 S -0.60747 2.33114 -0.10468
3 O -3.94003 4.22275 -7.70303
4 O -10.27499 3.30613 -3.09062
5 O 6.90752 3.85275 -3.82891
6 O 3.77539 6.90915 8.04557
7 O 6.89747 -4.93122 3.14943
8 O 0.16528 1.35512 -1.03727
9 O 1.75882 -5.66375 -6.27558
10 O -2.10450 -6.49967 2.48888
11 N 3.54248 5.59429 8.39987
12 N -10.92424 4.50860 -2.81159
13 N 5.87894 -4.59953 2.27557
14 N 0.47955 -5.64687 -6.60141
15 N -2.47063 -7.02266 3.75969
16 N 7.07466 5.06480 -3.15942
17 C -10.01115 5.57773 -2.50464
18 C 0.12497 -3.30351 -7.24981
19 C -4.12222 -8.93589 2.92133
20 C 4.53326 -2.91446 1.11926
21 C 0.14815 -6.77469 -7.53051
22 C -3.07182 -9.04183 5.05360
23 C 2.75141 5.53584 9.61821
24 C 6.19581 4.02080 -1.07020
25 C -3.95471 -8.30643 6.07619
26 C -12.94710 5.98515 -2.90351
27 C 0.91293 -6.53747 -8.87495
28 C 2.41528 4.04093 9.97244
29 C 6.78365 6.28694 -5.21076
30 C 3.49140 -4.04841 1.08049
31 C -1.72415 -9.24374 2.87967
32 C 3.64498 3.11441 9.95305
33 C -12.28689 4.67958 -3.49904
34 C -0.33101 -4.43586 -6.41149
35 C -2.10524 1.47013 0.52401
36 C 6.31511 6.15013 -3.77046
37 C 6.05666 5.02995 8.93603
38 C 5.54665 -3.16391 2.29132
39 C 5.53558 -5.63136 1.27712
40 C 4.30402 3.27490 8.63297
41 C -12.02355 7.15982 -2.84512
42 C 5.67641 -7.08425 1.82531
43 C -2.65435 -4.85205 4.86585
44 C -3.36686 -6.20053 4.63070
45 C 3.56231 6.22574 10.69861
46 C 8.67008 4.02643 -1.55430
47 C -4.74827 -5.84247 3.96602
48 C 6.48059 -5.33598 0.07085
49 C -1.97177 2.64454 -8.75697
50 C -2.86347 -8.47311 3.62193
51 C -13.14689 3.43835 -3.01771
52 C 4.91396 -2.64730 3.67204
53 C 0.13346 2.05006 1.61532
54 C -3.00693 2.26043 -6.20253
55 C 4.08472 -5.46017 0.87819
56 C -1.36847 -6.82332 -7.80563
57 C 1.49254 6.37676 9.32229
58 C -1.81974 -4.72395 -6.75705
59 C -3.50215 -6.85086 6.01531
60 C 6.41492 7.25000 -1.52671
61 C 7.31358 4.89036 -1.73139
62 C 0.38301 -8.06901 -6.87106
63 C -12.33893 4.73794 -5.06701
64 C 5.08715 4.52018 6.66889
65 C -10.79678 6.88407 -2.07275
66 C -1.98160 -5.40663 -8.05031
67 C 7.48302 6.26967 -1.10834
68 C 6.81622 -2.29548 2.04043
69 C -9.10434 5.13448 -1.36740
70 C 6.51751 7.53145 -3.03396
71 C 4.82195 5.85877 -3.71286
72 C -9.27985 5.95715 -3.78290
73 C -0.35353 -4.07065 -4.94724
74 C 4.72296 4.71165 8.18571
75 H 0.47501 -7.25108 -9.57286
76 H 0.87889 -2.65333 -6.80600
77 H 5.11713 -2.57363 0.26426
78 H -1.49977 3.13138 -9.61038
79 H 6.40423 -5.54548 3.69807
80 H -2.86443 1.69942 -0.22376
81 H -0.66047 -2.64537 -7.62135
82 H -2.05002 -9.02390 5.43267
83 H -1.88757 -7.31421 -6.98243
84 H -1.17074 -6.29013 2.56492
85 H -2.26587 -5.34848 -5.98308
86 H -2.49681 -6.84207 6.43638
87 H -3.94913 -9.86891 2.38505
88 H -2.56392 -4.23956 3.96876
89 H 2.87193 -3.75574 0.23274
90 H 5.91241 8.35988 -3.40230
91 H 8.56682 2.94433 -1.63492
92 H -9.49573 5.23959 -0.35555
93 H 8.93077 4.11783 -0.49988
94 H 8.45970 6.70240 -1.32498
95 H 7.53347 -2.66172 2.77497
96 H 6.30538 2.94051 -0.97492
97 H -10.13540 7.72606 -2.27698
98 H 6.09329 -4.45532 -0.44155
99 H -4.50497 -8.34846 2.08675
100 H 6.00879 6.11218 9.05681
101 H 5.55677 -2.97987 4.48709
102 H 0.96667 6.13432 8.39884
103 H 1.99035 -6.40735 -8.97672
104 H -3.98486 1.96190 -6.58022
105 H -5.51773 -6.55362 4.26655
106 H 3.00778 6.19367 11.63645
107 H -1.86476 0.41081 0.43403
108 H 6.54538 -1.28024 2.33031
109 H -4.21103 -6.21275 6.54294
110 H 3.56558 2.98510 7.88543
111 H 7.17464 -2.39839 1.01621
112 H -12.56872 2.58024 -3.36044
113 H 5.27144 4.19449 -1.62104
114 H -12.07522 5.64536 -5.61029
115 H 7.53882 7.79012 -3.31348
116 H 5.41023 6.87829 -1.32542
117 H -3.76262 -8.70421 7.07267
118 H 1.89619 3.90620 10.92139
119 H 6.33919 4.70968 9.93888
120 H -8.31645 5.87079 -1.20875
121 H 2.98035 -4.15035 2.03785
122 H -2.41687 -3.81340 -6.80635
123 H 1.46372 -8.13444 -6.74505
124 H 6.65027 -7.43834 2.16342
125 H -5.24519 -5.01500 4.47245
126 H 0.48584 -5.61794 -9.27514
127 H 1.73705 -5.92930 -5.35330
128 H -10.00021 6.36303 -4.49313
129 H -3.29464 -10.08922 4.85010
130 H -13.35641 5.80894 -1.90876
131 H -9.91243 3.54877 -3.94576
132 H -11.91962 7.48566 -3.88007
133 H -4.96912 -8.40156 5.68887
134 H 4.40201 3.97892 6.01641
135 H -14.12250 3.19353 -3.43764
136 H 4.81167 -1.56308 3.62611
137 H -4.93875 -9.36410 3.50272
138 H 6.08414 4.16821 6.40388
139 H -10.95982 6.93870 -0.99640
140 H 3.66563 7.29887 10.53788
141 H -3.03127 2.45591 -5.13047
142 H 7.85509 6.11441 -5.10911
143 H 3.89295 -3.01165 3.78553
144 H 4.06476 -5.57940 -0.20509
145 H 4.18696 3.40346 10.85350
146 H -2.48913 1.69340 1.51944
147 H -1.53768 -4.81003 -8.84723
148 H 0.19601 -8.84157 -7.61690
149 H -3.01276 -5.43911 -8.40214
150 H -1.16143 2.06283 -8.31760
151 H -3.01989 -4.35274 5.76315
152 H 0.70246 6.15398 10.03939
153 H 0.65313 -3.69416 -4.76563
154 H -1.56460 -4.86802 4.84888
155 H -12.54291 7.96191 -2.32068
156 H 5.13229 5.52088 6.23916
157 H -8.53785 6.75359 -3.72610
158 H 5.96395 4.33978 -0.05403
159 H 6.71397 8.15586 -0.99936
160 H -1.69920 -8.90982 1.84238
161 H 4.71503 4.79360 -3.91792
162 H 5.97508 3.67496 -3.68559
163 H -0.74339 -8.89764 3.20593
164 H 1.78715 3.60013 9.19832
165 H -1.85027 -10.31905 3.00570
166 H 4.24277 6.21669 -2.86165
167 H -13.38383 4.47219 -5.22718
168 H 4.36105 7.07347 8.78827
169 H -4.63330 -5.64571 2.90011
170 H -0.37298 2.52405 2.45613
171 H 6.58900 5.44786 -5.87871
172 H 6.21648 -6.10797 -0.65190
173 H -11.85069 3.91372 -5.58702
174 H 0.55834 -3.59271 -8.20724
175 H 1.68609 7.44922 9.30060
176 H -13.18879 3.29401 -1.93812
177 H 7.35297 6.31108 -0.02692
178 H 3.55915 2.05702 10.20336
179 H -2.72010 1.92875 -9.09718
180 H -8.58675 5.19889 -4.14726
181 H 3.33626 -6.18417 1.20025
182 H 6.95560 5.10148 8.32375
183 H -2.43577 1.35616 -6.41262
184 H -0.03225 1.02982 1.96140
185 H 1.21390 2.14050 1.72741
186 H 4.55308 5.86441 10.97413
187 H 5.11112 2.57755 8.40846
188 H 6.61566 7.27021 -5.65017
189 H 5.21380 -7.29778 2.78890
190 H 5.25861 -7.75723 1.07655
191 H 7.53882 -5.29236 0.32843
192 H -1.59739 -7.38736 -8.70983
193 H 3.97387 -2.02038 1.39459
194 H -13.81532 6.19275 -3.52896
195 H -1.04907 -3.25496 -4.74985
196 H 9.45237 4.54777 -2.10596
197 H 4.24222 6.30522 -4.52076
198 H -8.50256 4.23530 -1.49937
199 H -0.08187 -8.20424 -5.89447
200 H -0.58443 -4.93217 -4.32068

---

Number 1: HOMO energy -9.01 eV, LUMO -0.14 eV. Number 2: HOMO energy -7.52 eV, LUMO 0.09 eV.